No. 1
The following is a DFT calculation (ωB97M-V with the def2-TZVPD basis set) of a molecular structure, C28H50BrFN3OSi4 at a distorted geometry.

```
88
Properties=species:S:1:pos:R:3:forces:R:3
C 3.03373 -1.93098 -0.49108 -0.347 0.503 0.106
C 2.40939 -0.56557 -0.96277 0.559 -1.593 0.349
C 1.56761 -0.83228 -2.21871 0.769 0.536 0.066
C 1.19170 0.39789 -3.09498 -0.656 -0.940 0.069
C 0.10570 -0.11748 -4.10834 1.231 0.372 0.054
Si 0.51658 1.93881 -2.20751 -1.697 -0.178 -1.020
C -1.04260 2.47999 -3.16903 0.736 1.138 0.278
C -1.47034 3.94029 -2.79860 -0.756 -1.019 -0.491
C -2.50178 4.05544 -1.68434 0.676 0.507 -0.387
C -3.07955 3.00901 -1.00441 0.371 -0.707 -0.348
C -3.97616 3.23636 0.01540 -0.401 -0.955 0.578
C -4.33187 4.50349 0.38766 -0.268 0.171 0.206
C -3.78079 5.55620 -0.31472 -0.500 1.090 0.443
C -2.88935 5.33851 -1.32789 0.414 0.297 -0.447
O 1.51024 3.31989 -2.28600 0.756 -1.376 0.762
Si 3.05658 3.29819 -1.69164 0.455 1.054 -0.098
Br 4.52584 2.15892 -2.99869 -0.440 0.081 0.293
C 3.65739 5.10646 -1.81595 -1.350 -0.414 -0.717
C 2.46235 6.06463 -1.82539 1.077 0.609 0.743
N 2.46694 7.15637 -1.17054 -0.438 -0.232 -0.230
C 3.26275 2.78811 0.10380 0.354 0.021 0.389
C 3.05694 3.98306 1.05508 -0.177 0.236 -0.881
F 2.60076 3.56615 2.29132 0.171 -0.006 0.037
C -0.16644 1.61917 -0.48081 0.970 0.801 -0.045
C -0.10038 2.62174 0.48085 0.175 0.260 0.041
C -0.61562 2.38158 1.73638 0.148 0.278 -0.023
C -1.17674 1.14614 1.97120 -0.512 -0.103 1.234
N -1.30014 0.16968 1.08540 0.264 0.548 -0.157
C -0.78991 0.44130 -0.10514 -0.112 -0.809 -0.975
H 4.08804 -1.80703 -0.22599 -0.140 -0.124 -0.001
H 2.48355 -2.29455 0.37878 0.187 -0.119 -0.064
H 2.94307 -2.69585 -1.26817 0.150 0.101 0.075
H 1.82464 -0.22120 -0.10561 -0.039 0.375 -0.337
H 3.26347 0.09873 -1.13076 -0.399 0.269 -0.275
H 2.18658 -1.47864 -2.85776 -0.162 0.081 0.007
H 0.70913 -1.46225 -1.95360 -0.066 0.337 0.009
H 2.06325 0.60245 -3.72689 -0.010 0.380 0.341
H 0.50472 -1.05336 -4.51700 -0.354 -0.033 0.099
H 0.06402 0.58330 -4.94588 -0.503 -0.115 0.089
H -0.86162 -0.28030 -3.63274 0.013 -0.016 -0.229
H -0.83918 2.50991 -4.24525 0.015 -0.315 0.139
H -1.86768 1.78764 -2.98752 0.119 0.009 -0.183
H -0.60531 4.58497 -2.61432 -0.108 -0.110 0.165
H -1.95161 4.33379 -3.70570 0.087 0.189 0.220
H -2.80719 1.98730 -1.24034 -0.083 0.065 0.059
H -4.39144 2.38773 0.55285 0.056 0.038 -0.109
H -5.03368 4.64940 1.20117 0.071 0.131 -0.080
H -4.05862 6.57968 -0.07170 0.031 -0.130 0.027
H -2.46586 6.17850 -1.87505 -0.047 -0.028 0.127
H 4.14319 5.22222 -2.79310 0.162 -0.087 0.212
H 4.34450 5.35717 -1.00444 0.039 0.060 -0.208
H 1.57884 5.84826 -2.42927 0.225 -0.167 0.001
H 3.34333 7.25338 -0.65503 -0.033 0.021 0.017
H 4.30487 2.45791 0.21852 -0.214 -0.173 -0.098
H 2.62934 1.96323 0.44112 -0.031 0.082 -0.220
H 3.99234 4.54244 1.17122 -0.086 -0.176 0.269
H 2.32928 4.69980 0.64971 -0.074 -0.143 0.240
H 0.35767 3.58442 0.26459 -0.065 -0.076 -0.056
H -0.57343 3.11631 2.53188 0.010 -0.024 -0.104
H -1.56318 0.95302 2.97412 -0.002 -0.172 -0.217
H -0.88871 -0.34248 -0.86129 -0.047 -0.065 0.295
C -1.84049 -8.49752 1.67896 0.337 -0.256 0.244
Si -1.01597 -6.93564 2.36621 -1.034 1.060 -0.763
C 0.80275 -7.00945 1.83380 0.183 -0.498 0.269
C -1.07583 -7.08294 4.25542 0.327 -0.494 0.086
N -1.83285 -5.59061 1.77203 0.723 0.103 0.530
Si -1.43061 -3.99701 2.13453 -0.836 -1.402 -0.607
C 0.30874 -3.51057 1.55811 0.099 0.586 0.206
C -1.57407 -3.58691 3.98023 0.218 0.572 0.012
C -2.62622 -2.84374 1.23378 0.164 0.330 0.246
H -1.33375 -9.39853 2.04667 -0.075 -0.068 -0.060
H -2.88699 -8.54465 1.98771 -0.012 0.048 -0.030
H -1.79714 -8.50361 0.58753 -0.035 0.047 0.001
H 1.23067 -7.99719 2.04994 0.073 0.025 -0.033
H 1.40945 -6.27225 2.36394 -0.006 0.062 -0.039
H 0.89461 -6.83196 0.76038 -0.047 0.063 0.006
H -2.09748 -6.95263 4.61743 -0.008 0.064 -0.044
H -0.43600 -6.34207 4.73924 -0.043 0.061 0.005
H -0.72717 -8.07273 4.57826 -0.015 0.020 0.079
H 1.08543 -3.96801 2.17540 0.020 -0.070 -0.044
H 0.44293 -2.42107 1.62117 0.031 0.001 -0.026
H 0.46502 -3.81080 0.51953 -0.036 -0.082 0.008
H -2.52987 -3.93535 4.37600 0.009 -0.070 -0.039
H -1.51732 -2.50182 4.14072 -0.013 -0.009 0.073
H -0.76833 -4.04124 4.56085 -0.028 -0.067 0.021
H -3.65490 -3.03592 1.54928 0.005 -0.108 -0.039
H -2.55988 -2.99178 0.15170 -0.025 -0.059 0.010
H -2.38383 -1.80096 1.45412 -0.149 -0.095 -0.110
```
Positions in Å, forces in eV/Å.

Values from the calculation:
E_tot ... -5168.56117 Ha
Largest force on an atom ... 2.0 eV Å⁻¹
Total charge ... -1
Highest occupied orbital energy ... -3.35 eV
LUMO energy ... 1.7 eV


No. 2
The following is a DFT calculation (ωB97M-V with the def2-TZVPD basis set) of 4 unconnected molecules or ions with the total composition C3H15NO3 at a distorted geometry.

```
22
Properties=species:S:1:pos:R:3:forces:R:3
C -1.94038 1.18426 1.77582 -2.398 -0.109 -1.867
C -1.10789 0.58174 0.57827 1.201 -1.817 -1.676
C -1.09818 -0.95582 0.46317 -0.488 -0.295 1.296
N 0.30536 1.13016 0.56419 -4.534 -0.402 2.002
H -2.39779 0.27505 2.20494 0.696 0.473 0.467
H -2.89243 1.77974 1.40177 2.515 -0.644 0.785
H -1.17818 1.67303 2.30918 -0.213 0.960 1.757
H -1.69203 0.83077 -0.28704 -0.117 1.056 -0.921
H -0.84481 -1.41897 -0.50366 -0.288 0.658 0.194
H -2.11105 -1.29917 0.80794 0.920 0.150 -0.672
H -0.39942 -1.36964 1.19208 0.093 -0.150 0.143
H 0.22945 2.11813 0.84690 1.091 -0.143 -0.493
H 0.78197 0.50405 1.20853 1.401 0.246 -0.378
H 1.62972 -2.30405 -2.93391 -0.322 1.311 3.034
H 0.98839 -1.35319 -1.76537 -1.566 1.294 -0.791
O 1.63297 -1.99733 -1.94160 1.747 -2.558 -2.322
H 0.16110 0.80271 -1.23612 -0.457 -0.757 -2.152
H 0.28268 1.18853 -2.63374 2.046 3.569 -3.268
O -0.08922 0.52048 -2.17866 -1.352 -2.748 4.922
H 2.58991 -0.79298 -0.37504 2.183 1.158 -0.361
H 3.71392 -0.84861 0.67001 -0.371 2.253 -2.783
O 3.43589 -0.24891 -0.16767 -1.787 -3.505 3.084
```
Positions in Å, forces in eV/Å.

Values from the calculation:
E_tot ... -403.34796 Ha
Largest force on an atom ... 5.8 eV Å⁻¹
<S²> ... 0.756
Total charge ... +1
Energy relative to the best compared isomer or geometry (same formula, charge and spin) ... 247.6 kJ/mol
Highest occupied orbital energy (alpha / beta) ... -14.41 / -14.34 eV
LUMO energy (alpha / beta) ... -3.5 / -9.7 eV
Multiplicity ... 2